[1]
Computed, not measured: a molecular structure, C7H6NS at a distorted geometry, with ωB97M-V with the def2-TZVPD basis set.

Each line ends with the Löwdin charge.
Element x y z (Å)
S -0.837 1.696 2.163  0.72
N 0.953 -0.559 1.919  -0.06
C 0.262 -0.436 -1.584  -0.19
C 0.707 -0.952 0.789  -0.13
C 0.183 -0.242 2.977  -0.38
C 0.634 -1.287 -0.485  -0.17
C -0.224 0.823 -1.673  -0.18
C -0.676 1.821 -0.725  -0.28
C -0.795 1.814 0.589  -0.65
H 0.749 0.054 3.855  0.02
H 0.890 -2.312 -0.767  0.07
H 0.419 -0.930 -2.544  0.07
H -1.041 2.726 -1.230  0.06
H -0.364 1.161 -2.698  0.07
H -0.704 -0.840 3.187  0.03

Output
Charge ... -1
Highest occupied orbital energy ... -2.42 eV
E ... -19678.2799 eV
HOMO-LUMO gap ... 6.08 eV


[2]
Computed, not measured: 6 unconnected molecules or ions with the total composition C27H38ClF15O12Si at a distorted geometry, with ωB97M-V with the def2-TZVPD basis set.

Each line ends with the Löwdin charge.
Element x y z (Å)
Cl -1.143 -0.512 -1.775  0.60
Si 1.333 -1.003 -0.136  0.63
F -5.089 -0.268 -2.321  0.16
F -3.308 0.777 -1.686  0.03
F 8.834 -9.618 1.439  0.16
F -4.051 -0.890 -0.537  0.13
F 7.025 -10.390 2.325  0.16
F -3.142 5.619 1.716  0.16
F -6.567 -3.053 5.641  0.15
F 7.944 2.874 -0.603  0.16
F 7.181 -10.190 0.180  0.15
F -7.877 -4.759 5.500  0.16
F -2.418 7.277 0.551  0.16
F 6.002 1.928 -0.570  0.14
F -4.190 6.211 -0.081  0.12
F -5.829 -4.919 4.840  0.16
F 6.233 3.906 -1.401  0.16
O 5.640 -8.162 1.054  0.02
O -5.840 0.871 0.625  0.15
O 6.590 2.440 -3.722  0.17
O -5.411 2.331 -1.039  0.03
O -4.535 8.821 1.178  0.02
O 7.526 -7.217 1.851  0.16
O -4.951 7.374 2.856  0.17
O 3.925 -2.491 -1.193  -0.01
O 7.924 1.033 -2.572  0.02
O 2.228 -4.702 0.023  -0.04
O -8.251 -4.092 2.843  0.17
O -6.431 -2.768 2.967  0.03
C 1.236 -3.961 -0.188  -0.26
C -5.483 3.996 0.730  -0.06
C 0.970 -2.689 0.721  -0.23
C 4.971 -6.892 1.142  -0.20
C -6.240 3.308 -0.389  -0.18
C -4.414 7.642 1.816  -0.37
C -5.300 1.145 -0.414  -0.36
C 8.224 0.329 -3.788  -0.20
C 6.927 -8.178 1.446  -0.38
C -5.374 9.796 1.816  -0.20
C 7.084 2.079 -2.689  -0.38
C 1.319 0.273 -2.807  -0.32
C 9.284 1.061 -4.587  -0.06
C 3.143 -0.406 0.021  -0.24
C 6.817 2.700 -1.320  -0.52
C 7.495 -9.591 1.346  -0.52
C 5.317 -6.017 -0.044  -0.06
C -6.676 -2.312 1.627  -0.20
C -3.539 6.687 1.006  -0.51
C 0.665 -0.938 -1.963  -0.68
C -4.436 0.191 -1.235  -0.53
C -6.899 -4.099 4.859  -0.52
C 4.219 -1.418 -0.641  -0.24
C -7.307 -3.667 3.452  -0.37
C -7.748 -1.241 1.611  -0.07
C 1.095 0.078 -4.402  -0.12
C -4.626 10.503 2.929  -0.06
H -0.026 0.151 -4.634  0.07
H 10.173 1.234 -3.977  0.08
H -6.931 -3.150 0.972  0.13
H 6.382 -5.771 -0.056  0.08
H 3.900 -7.102 1.141  0.12
H 0.771 -1.934 -2.504  0.08
H -0.162 -2.687 0.946  0.09
H -5.736 -1.893 1.261  0.11
H 8.599 -0.654 -3.496  0.13
H 2.421 0.439 -2.578  0.09
H 0.777 1.253 -2.554  0.10
H -6.086 4.792 1.173  0.09
H -3.696 10.936 2.553  0.08
H -7.877 -0.840 0.604  0.08
H 1.494 -0.945 -4.689  0.07
H -5.238 11.297 3.362  0.08
H 5.101 -6.536 -0.981  0.09
H -6.514 4.042 -1.150  0.13
H -5.654 10.519 1.047  0.13
H 1.512 -2.768 1.716  0.09
H 0.532 -4.273 -1.045  0.13
H 7.316 0.165 -4.374  0.13
H -6.298 9.337 2.177  0.13
H 1.647 0.901 -4.978  0.08
H -4.559 4.417 0.361  0.05
H 0.509 -0.004 0.588  0.00
H 5.317 -1.067 -0.574  0.13
H 9.566 0.486 -5.471  0.08
H -7.168 2.854 -0.032  0.13
H 3.462 -0.176 1.099  0.09
H -5.216 3.287 1.518  0.09
H 8.925 2.040 -4.912  0.08
H 3.277 0.582 -0.560  0.08
H 4.749 -5.086 -0.015  0.06
H -4.353 9.806 3.725  0.08
H -7.484 -0.424 2.286  0.08
H -8.707 -1.638 1.950  0.08
H 5.200 -6.399 2.090  0.13

Output
SMILES string ... CC[C@H](Cl)[SiH](CC=O)CC=O.CCOC(=O)C(F)(F)F.CCOC(=O)C(F)(F)F.CCOC(=O)C(F)(F)F.CCOC(=O)C(F)(F)F.CCOC(=O)C(F)(F)F
Highest occupied orbital energy ... -9.90 eV
E ... -114347.4354 eV
HOMO-LUMO gap ... 10.28 eV
Relative energy (zero: lowest compared OMol25 entry of this formula, charge and spin) ... 54.90 kcal per mole


[3]
Computed, not measured: 18 unconnected molecules or ions with the total composition C28H23Cl68NO6P at a distorted geometry, with ωB97M-V with the def2-TZVPD basis set.

Each line ends with the Löwdin charge.
Element x y z (Å)
Cl 10.370 -1.931 -7.723  0.51
Cl -2.673 -4.608 2.434  0.51
Cl -3.031 0.014 8.001  0.51
Cl -3.118 -6.334 0.134  0.51
Cl -6.365 -0.957 -0.134  0.55
Cl -3.418 -2.845 8.382  0.46
Cl -5.629 0.679 5.324  0.52
Cl 1.839 -0.030 7.972  0.48
Cl 5.552 -5.458 -7.546  0.48
Cl -4.773 -2.082 5.656  0.45
Cl -0.301 -3.362 -2.527  0.52
Cl -0.260 9.189 10.293  0.51
Cl 7.382 5.361 -0.800  0.52
Cl 8.945 7.762 -0.291  0.50
Cl 5.440 -6.941 -11.500  0.51
Cl 4.536 1.977 3.068  0.57
Cl 0.145 11.295 8.327  0.50
Cl -7.251 0.656 2.120  0.50
Cl 2.935 2.635 7.570  0.49
Cl 0.935 5.702 4.856  0.48
Cl 11.005 0.833 -8.373  0.50
Cl 0.471 8.469 5.625  0.48
Cl 1.347 1.383 5.477  0.55
Cl 5.145 0.116 -7.502  0.50
Cl -8.516 -1.908 1.579  0.47
Cl 4.286 0.051 -4.723  0.61
Cl 5.948 4.521 3.047  0.47
Cl -7.388 -1.496 4.524  0.47
Cl -6.880 -0.999 7.345  0.51
Cl 0.752 7.769 2.816  0.52
Cl -2.731 -3.475 -0.246  0.50
Cl 1.571 -5.775 -3.240  0.47
Cl 0.320 -7.453 -1.219  0.48
Cl -6.585 -5.509 9.202  0.51
Cl -2.973 -1.118 10.681  0.51
Cl -1.883 9.257 7.880  0.49
Cl -2.987 -2.523 -3.266  0.54
Cl 3.429 4.267 4.481  0.46
Cl 4.011 0.379 6.080  0.50
Cl 6.506 -1.614 -5.598  0.47
Cl 3.795 -2.238 -6.451  0.51
Cl 4.584 -4.180 -11.833  0.51
Cl -7.030 -7.235 6.903  0.51
Cl -8.967 0.342 -0.209  0.52
Cl 9.549 5.303 1.142  0.51
Cl -11.232 -1.222 3.417  0.49
Cl -13.654 0.249 2.755  0.51
Cl -2.249 -5.333 -3.415  0.49
Cl -12.428 -1.501 0.779  0.50
Cl -1.626 6.961 4.286  0.51
Cl 2.824 -6.355 -12.633  0.51
Cl -6.643 -4.377 6.523  0.48
Cl 8.302 0.111 -7.575  0.46
Cl -0.798 -1.659 8.826  0.49
Cl -2.270 11.265 9.950  0.50
Cl 7.105 6.767 1.732  0.47
Cl 10.454 0.076 -5.618  0.51
Cl -1.132 -3.433 -5.314  0.54
Cl -0.498 -5.149 0.579  0.47
Cl 2.427 -8.536 -2.908  0.51
Cl 5.818 2.950 5.492  0.48
Cl -0.188 -7.951 -4.040  0.50
Cl 3.174 -6.266 -6.076  0.49
Cl 5.735 -7.525 -5.506  0.51
Cl 3.333 -5.857 -9.812  0.48
Cl -4.410 -6.050 7.347  0.51
Cl 5.271 -4.757 -4.736  0.49
Cl -13.755 -2.638 3.106  0.51
P -0.211 1.375 -2.396  0.52
O 1.210 0.709 -1.622  -0.36
O -4.754 2.138 -3.348  -0.11
O 2.987 -0.357 0.776  -0.12
O 2.008 1.021 2.608  -0.23
O 0.042 0.568 -3.958  -0.36
O -1.881 1.814 -2.743  -0.37
N 0.572 2.748 -3.221  -0.06
C 0.401 4.896 -1.600  -0.09
C -7.775 -0.467 0.839  -1.97
C -6.167 -0.975 5.712  -1.98
C 1.858 0.157 1.567  -0.11
C 2.797 3.487 -1.970  -0.08
C 4.933 -0.921 -6.068  -1.95
C 1.172 3.618 -2.343  -0.34
C 4.933 -6.002 -5.966  -1.98
C 2.533 1.092 6.775  -1.98
C -1.667 -3.663 -3.631  -1.94
C 4.933 3.429 4.022  -1.95
C -4.677 2.261 -0.727  -0.09
C -2.255 -4.892 0.725  -1.98
C -1.067 10.252 9.112  -2.01
C -2.820 0.872 -2.099  -0.26
C -6.167 -5.793 7.494  -2.00
C 0.133 7.225 4.396  -1.99
C 2.888 -1.121 -1.716  -0.11
C 1.361 -0.148 -3.911  -0.22
C 2.584 -1.470 -0.108  -0.18
C 1.033 -7.429 -2.852  -1.98
C 10.033 -0.228 -7.322  -2.00
C -4.400 1.421 -2.108  -0.36
C 1.469 -0.577 -2.329  -0.36
C 8.245 6.298 0.446  -2.00
C -12.767 -1.278 2.514  -2.01
C -2.555 -1.402 8.973  -1.98
C 4.045 -5.833 -11.445  -2.01
H -5.475 1.586 -3.815  0.11
H 1.216 5.768 -1.584  0.06
H 3.180 -2.124 -2.282  0.12
H -2.871 -0.175 -2.671  0.04
H -0.490 2.044 -1.128  0.04
H 3.201 -2.418 0.262  0.13
H -3.650 2.638 -0.253  0.09
H -5.094 0.450 -2.084  0.09
H 1.446 -1.775 0.016  0.13
H -5.353 3.192 -1.033  0.09
H -2.578 0.699 -0.944  0.12
H -0.798 0.089 -2.045  0.02
H 3.731 -0.310 -1.789  0.11
H 0.152 4.679 -0.469  0.08
H 1.353 -0.969 -4.745  0.10
H -0.499 5.314 -2.223  0.08
H -5.184 1.585 0.101  0.02
H 3.393 3.023 -2.864  0.07
H 0.728 -1.466 -2.155  0.02
H 0.757 -0.131 1.286  0.17
H 3.249 4.477 -1.541  0.06
H 2.151 0.639 -4.339  0.04
H 2.828 2.698 -1.075  0.09

Output
Charge ... -1
Highest occupied orbital energy ... -4.38 eV
E ... -903983.2771 eV
HOMO-LUMO gap ... 5.49 eV